Computed, not measured: a cluster of 12 separate species, C61H144N8O12 in total, with ωB97M-V with the def2-TZVPD basis set.

Computed properties:
HOMO energy ... -7.9647 eV
SMILES string ... CC1(C)CCCC(C)(C)N1O.CC1(C)CCCC(C)(C)N1O.CC1(C)CCCC(C)(C)N1O.CC1(C)CCCC(C)(C)N1O.CC1(C)CCCC(C)(C)N1O.COC[C@H](C)N.COC[C@H](C)N.COC[C@H](C)N.CO.CO.CO.CO
F_max ... 0.06923 hartree/bohr
Molar mass ... 1181.867 g/mol

Atoms and positions in Å:
H -1.82 -3.97 1.56
H -0.82 3.51 4.28
C 1.53 -5.81 -0.16
H -2.55 -1.69 2.09
N 6.16 2.23 -0.92
H -3.30 -1.05 -1.88
H 3.19 -1.46 4.44
H 5.56 -0.80 -0.62
H -6.80 -6.72 -1.75
H -6.94 -1.40 -2.54
H 2.87 5.24 -2.08
H 7.79 -0.71 0.04
N 0.09 5.88 -3.42
H -2.60 3.05 1.84
H 1.79 -0.96 -2.80
H 2.00 5.47 2.18
H 6.58 4.49 0.39
C 4.34 -2.41 -4.54
H -5.23 -2.13 7.00
H -0.34 5.32 -5.91
C 0.42 6.59 -0.90
H 0.51 3.29 -1.93
H 0.31 -4.89 -5.94
H 0.49 6.73 5.89
H 4.38 -1.44 -5.05
H -10.57 -2.87 -3.21
H 5.30 0.22 3.96
O 2.42 -4.70 -4.41
C 2.48 -1.06 -3.64
H -3.39 -5.41 1.61
C -3.67 2.84 1.88
H -5.20 -1.87 4.52
H 1.02 -5.10 -0.81
H 1.06 -6.78 -0.35
H -7.52 -1.69 -4.06
H -2.12 5.89 -1.73
C 1.26 5.88 -4.35
H -1.86 -6.30 1.86
C 0.09 5.51 -1.99
C -0.63 4.45 3.76
H 1.78 -0.29 -0.27
N -3.15 1.37 -2.89
N -7.43 -4.20 -2.82
H -1.51 4.53 3.11
O -1.31 -2.54 -1.09
C -1.38 5.09 -1.69
H -5.22 -6.25 -1.08
H -1.71 -0.76 5.59
H 4.18 0.12 6.79
H 4.34 0.71 0.61
H -9.55 -3.60 -4.53
C 2.12 4.63 -4.07
H 2.97 3.53 -2.30
H 0.47 -1.00 0.61
H -9.42 -4.15 -1.18
C 6.76 0.91 -1.16
H -8.63 -0.91 -2.95
H 0.02 -3.35 -2.44
H 7.37 2.84 1.54
C 0.71 7.26 4.96
H 2.20 0.06 -5.50
H 1.41 7.00 -1.11
H -4.80 0.92 -1.65
H -1.52 -3.13 -0.36
O 6.06 1.58 5.41
H 5.99 2.35 2.59
H 1.28 4.19 -0.69
N 2.51 7.62 3.42
C 1.28 -2.95 -5.55
H 8.67 1.69 -2.28
C -1.22 -3.59 6.63
H 3.47 2.02 -0.16
C -6.72 -4.12 -0.46
H 1.66 -5.23 -4.18
H 3.71 -4.00 -2.32
H 2.36 5.98 4.61
H 1.08 0.65 0.89
C -2.36 -3.92 5.66
H 0.41 6.07 2.34
H 7.79 0.56 2.22
H -3.55 -4.17 7.33
C 2.12 7.24 -4.25
H -0.67 -2.64 4.02
C 0.00 -3.85 -5.86
H -3.85 -0.57 2.56
H 5.08 4.50 -0.66
H -1.02 -2.52 6.65
H -0.50 -0.44 -1.25
H -5.45 -6.28 -2.77
C 1.21 5.62 2.92
C 6.51 2.18 1.64
H 2.56 -1.38 6.22
H 3.02 7.22 -4.88
H -1.64 4.27 -2.36
H 0.96 8.25 5.34
H -1.62 -2.74 -3.07
H -2.45 -6.07 6.19
H -1.47 6.69 -3.95
O -1.25 -3.33 3.68
C 4.05 0.14 5.71
H 4.16 -2.27 -1.92
H 8.65 0.80 0.03
H 2.93 8.16 4.16
C 2.11 -3.09 -6.78
O -0.64 7.06 -3.61
H -4.15 -3.74 -1.84
H 3.24 -0.28 -3.50
C 7.65 0.37 0.05
H -0.61 -3.43 -6.67
H -8.12 -2.96 0.80
O -0.21 0.39 -0.85
H 2.28 7.49 -3.20
H -0.38 -4.10 6.15
H -5.86 -3.76 0.09
C 3.37 -1.28 5.50
H 3.49 2.06 5.47
C -8.90 -3.19 -1.22
C -4.24 -2.22 6.55
H -0.33 7.38 -0.85
H 1.26 5.16 -6.49
H -0.27 -1.59 -4.82
C 2.35 4.40 -2.53
C 5.65 -0.12 -1.47
H -4.18 -0.60 -0.45
C -9.69 -3.46 -3.46
H -9.61 -2.41 -0.97
C -3.02 -1.78 4.23
O 5.45 2.64 -2.05
H -2.59 -0.18 -0.41
C -3.43 -1.57 2.72
H 5.92 3.41 -2.39
C -4.32 -1.61 5.10
O -4.00 1.91 0.77
H 3.91 2.03 1.61
H -1.38 4.82 -0.63
O 0.66 4.38 3.26
H 2.53 -5.68 -0.57
N 3.08 1.16 5.30
C -3.40 -0.26 -1.13
H -2.60 -6.33 0.33
H -1.50 -5.68 4.82
H -1.36 -3.92 7.67
H -7.40 -2.00 -0.35
H 4.40 -3.13 -5.35
H -7.66 -5.37 -4.21
H -3.27 -5.70 4.73
H 0.54 -1.24 -6.35
H 7.37 1.29 -3.27
H 5.08 4.61 1.10
H 1.06 0.42 -4.26
H -3.72 -1.58 7.25
C -5.97 -6.03 -1.85
C 3.40 -2.96 -2.30
C -7.87 -1.69 -3.03
C -2.42 -5.67 1.17
H 3.05 0.84 4.34
H -0.73 5.09 4.64
H 3.06 4.78 -4.60
C -1.05 -3.26 -2.30
H -3.61 3.19 -0.81
H 5.28 -2.47 -3.99
C -3.74 1.17 -1.59
H -3.59 0.59 -3.36
H -4.51 -0.55 5.23
H -7.05 -4.97 0.14
H 5.73 2.44 7.22
H 5.88 -0.78 -2.31
H -4.78 -3.96 -3.37
H 6.79 1.01 7.30
O -7.18 -4.54 -4.13
C -3.68 -3.66 6.38
C 5.56 4.13 0.25
C -2.02 -0.60 4.55
H 2.67 -4.03 -6.81
H 4.67 0.26 -1.74
C -5.09 -3.60 -2.39
H -4.09 -2.38 2.40
C 4.22 1.80 0.60
H -1.41 -4.28 -2.40
C 0.67 5.70 -5.75
O 1.67 -5.37 1.27
H 8.39 0.07 -2.49
H -2.15 1.26 -2.92
H 1.76 3.69 -4.47
H -3.80 2.35 2.85
H 6.12 -0.48 5.39
H -10.05 -4.42 -3.07
C 1.00 4.25 -1.75
C 5.56 2.56 0.40
N 2.01 -3.40 -4.33
C 1.59 -0.41 -4.73
H -2.40 0.42 4.64
C 6.51 1.88 6.71
H -5.28 -2.52 -2.41
C -2.42 -5.40 5.33
C -3.31 2.19 -0.49
H 1.67 -2.97 -7.76
C 1.68 6.59 4.02
H 6.36 0.00 1.97
H -0.66 -3.84 -4.99
H -1.04 -0.57 4.08
H 0.70 6.61 -6.35
H 4.05 -2.00 5.95
H 3.36 7.29 2.99
H 1.47 -4.44 1.41
H -4.24 3.76 1.96
C 0.70 -1.57 -5.32
H -2.23 2.33 -0.45
C -6.30 -4.49 -1.90
C 0.79 -0.07 0.13
O -1.67 -4.51 0.79
H 7.40 2.51 6.78
C 3.08 -2.54 -3.76
H 1.43 8.03 -4.55
C -7.74 -3.03 -0.22
C 7.02 0.71 1.46
H -0.26 7.34 4.47
N -2.42 -3.14 4.39
H 2.83 -2.27 -6.71
H 0.45 6.21 0.12
H -4.58 -4.09 5.93
C -8.41 -3.11 -2.66
H 2.47 -2.89 -1.73
C 7.83 0.99 -2.33
C 5.50 0.33 5.02